1.
{
  "formula": "C4H15CuN8O10",
  "method": "ωB97M-V/def2-TZVPD",
  "lumo_ha": [0.088, 0.069],
  "orbital_gap_ev": [7.474, 6.899],
  "charge": -1,
  "de_lowest_kcal_mol": 0.00,
  "multiplicity": 2,
  "s_squared": 0.75,
  "e_tot_ev": -81423.4972,
  "homo_ev": [-5.07, -5.02],
  "species": ["Cu", "N", "O", "O", "O", "N", "O", "O", "O", "C", "O", "H", "H", "H", "C", "O", "N", "N", "H", "H", "H", "H", "C", "O", "N", "N", "H", "H", "H", "H", "C", "O", "N", "N", "H", "H", "H", "H"],
  "positions_angstrom": [[-0.469, 0.553, -0.114], [-0.948, 0.328, -3.435], [-0.361, 0.816, -2.429], [-0.338, 0.346, -4.521], [-2.080, -0.138, -3.332], [-2.720, 3.020, 0.023], [-2.039, 4.076, 0.081], [-3.956, 3.096, -0.106], [-2.176, 1.879, 0.146], [1.782, -1.681, -1.354], [1.095, -0.907, -0.440], [1.273, -1.904, -2.303], [2.749, -1.221, -1.593], [1.965, -2.721, -1.029], [0.474, -0.397, 2.656], [-0.090, 0.468, 1.989], [1.266, -1.336, 2.096], [0.396, -0.458, 4.026], [1.529, -1.147, 1.115], [1.743, -1.949, 2.724], [0.685, -1.302, 4.480], [-0.011, 0.234, 4.626], [1.802, 2.804, -0.697], [0.851, 2.501, 0.023], [1.980, 2.322, -1.952], [2.831, 3.572, -0.208], [1.230, 1.873, -2.466], [2.894, 2.491, -2.323], [2.895, 3.942, 0.717], [3.679, 3.462, -0.734], [-2.182, -2.317, 0.381], [-2.079, -1.104, 0.316], [-1.122, -3.169, 0.371], [-3.381, -2.923, 0.603], [-1.220, -4.144, 0.575], [-0.252, -2.719, 0.630], [-3.486, -3.888, 0.842], [-4.211, -2.357, 0.615]],
  "mulliken_spin": [0.823, 0.002, 0.019, 0.003, -0.001, 0.001, -0.002, 0.007, 0.043, 0.000, 0.081, 0.003, 0.000, 0.005, -0.001, 0.018, -0.001, 0.000, 0.000, 0.000, 0.000, 0.000, -0.001, 0.002, 0.000, 0.000, -0.001, 0.000, 0.000, 0.000, -0.001, 0.001, 0.000, 0.000, 0.000, 0.000, 0.000, 0.000]
}

---

2.
{
  "formula": "C43H49AsCoGe2N2O4S",
  "method": "ωB97M-V/def2-TZVPD",
  "lumo_ha": [-0.239, -0.300],
  "orbital_gap_ev": [6.899, 5.200],
  "charge": 2,
  "de_lowest_kcal_mol": 77.02,
  "multiplicity": 6,
  "s_squared": 8.84,
  "e_tot_ev": -278867.6435,
  "homo_ev": [-13.39, -13.37],
  "species": ["Co", "O", "N", "N", "O", "C", "C", "C", "C", "C", "C", "H", "H", "H", "H", "H", "C", "Ge", "C", "C", "Ge", "C", "C", "C", "C", "C", "C", "C", "C", "C", "C", "C", "C", "H", "H", "H", "H", "H", "H", "H", "H", "H", "H", "H", "H", "H", "H", "H", "H", "H", "H", "H", "O", "As", "C", "C", "C", "C", "C", "C", "C", "C", "C", "C", "C", "C", "C", "C", "C", "C", "C", "C", "H", "H", "H", "H", "H", "H", "H", "H", "H", "H", "H", "H", "H", "H", "H", "C", "C", "S", "O", "C", "C", "H", "H", "H", "H", "H", "H", "H", "H", "H", "H"],
  "positions_angstrom": [[-0.593, -0.699, 0.594], [-1.336, -0.165, 2.150], [-1.185, 1.052, 2.602], [-0.471, 1.775, 1.853], [0.041, 1.327, 0.737], [-0.204, 3.129, 2.228], [-0.758, 3.660, 3.390], [-0.488, 4.976, 3.715], [0.329, 5.748, 2.897], [0.878, 5.205, 1.745], [0.614, 3.890, 1.403], [-1.389, 3.045, 4.014], [-0.915, 5.399, 4.613], [0.534, 6.777, 3.160], [1.519, 5.802, 1.112], [1.030, 3.447, 0.511], [-1.162, -2.063, 4.783], [0.191, -2.971, 3.675], [1.689, -3.654, 4.758], [-0.693, -4.323, 2.539], [1.328, -1.383, 1.870], [2.052, 0.143, 2.900], [1.749, 0.260, 4.255], [2.243, 1.319, 5.002], [3.027, 2.288, 4.394], [3.327, 2.187, 3.042], [2.842, 1.125, 2.297], [2.746, -2.336, 0.895], [3.608, -1.628, 0.059], [4.665, -2.279, -0.556], [4.850, -3.642, -0.369], [3.976, -4.356, 0.439], [2.925, -3.706, 1.065], [-1.778, -2.854, 5.216], [-1.794, -1.407, 4.189], [-0.710, -1.494, 5.593], [1.262, -4.400, 5.431], [2.138, -2.860, 5.353], [2.461, -4.123, 4.152], [-1.343, -4.924, 3.177], [0.022, -4.984, 2.052], [-1.304, -3.835, 1.780], [1.127, -0.483, 4.740], [2.014, 1.385, 6.058], [3.405, 3.119, 4.975], [3.946, 2.937, 2.566], [3.077, 1.065, 1.242], [3.463, -0.568, -0.114], [5.347, -1.716, -1.180], [5.668, -4.151, -0.861], [4.119, -5.419, 0.585], [2.250, -4.270, 1.700], [0.194, -1.187, -0.853], [-0.144, -0.418, -2.383], [-0.977, 2.474, -3.293], [-1.394, 3.079, -4.450], [-2.378, 4.059, -4.324], [-2.884, 4.386, -3.070], [-2.413, 3.757, -1.926], [-1.417, 2.785, -2.033], [1.685, 0.036, -2.907], [2.101, 1.363, -2.912], [3.414, 1.664, -3.243], [4.294, 0.645, -3.578], [3.871, -0.677, -3.559], [2.567, -0.993, -3.213], [-0.535, -1.980, -3.462], [-1.231, -3.035, -2.880], [-1.501, -4.165, -3.632], [-1.108, -4.221, -4.964], [-0.439, -3.152, -5.548], [-0.167, -2.016, -4.805], [-1.000, 2.821, -5.425], [-2.739, 4.567, -5.208], [-3.653, 5.142, -2.986], [-2.796, 4.033, -0.952], [-0.996, 2.308, -1.153], [1.395, 2.149, -2.680], [3.741, 2.696, -3.247], [5.312, 0.883, -3.858], [4.555, -1.474, -3.822], [2.244, -2.026, -3.190], [-1.535, -2.972, -1.842], [-2.022, -4.999, -3.181], [-1.331, -5.101, -5.552], [-0.133, -3.203, -6.584], [0.347, -1.174, -5.255], [-3.969, 0.163, -3.250], [-4.611, -0.180, -1.915], [-3.580, 0.388, -0.531], [-2.436, -0.632, -0.470], [-4.702, -0.082, 0.827], [-5.554, 1.126, 1.199], [-4.547, -0.276, -4.062], [-2.957, -0.231, -3.306], [-3.932, 1.242, -3.403], [-4.743, -1.254, -1.785], [-5.569, 0.333, -1.809], [-4.047, -0.383, 1.644], [-5.307, -0.934, 0.518], [-4.923, 1.961, 1.506], [-6.219, 0.882, 2.026], [-6.172, 1.453, 0.362]],
  "mulliken_spin": [2.708, 0.025, -0.028, -0.004, 0.066, -0.005, 0.004, -0.002, 0.004, -0.002, 0.018, 0.000, 0.000, 0.000, 0.000, 0.001, 0.017, 0.137, 0.021, 0.017, -0.020, -0.004, 0.021, 0.001, 0.004, 0.002, -0.007, 0.004, 0.006, 0.003, 0.003, 0.000, -0.010, 0.006, 0.000, -0.001, 0.011, -0.001, -0.002, 0.005, -0.002, -0.002, -0.013, 0.000, 0.000, 0.000, -0.003, -0.009, -0.001, 0.000, 0.000, -0.001, 0.308, 0.427, 0.889, 0.015, 0.067, -0.024, 0.067, -0.047, 0.038, 0.040, 0.036, -0.001, 0.009, 0.001, 0.088, 0.020, -0.011, 0.046, -0.014, 0.030, 0.018, 0.006, 0.002, 0.007, -0.005, -0.008, 0.001, 0.001, 0.001, 0.005, 0.010, 0.000, 0.002, 0.000, 0.002, 0.015, -0.004, -0.010, -0.002, 0.003, 0.000, -0.001, 0.007, -0.001, 0.000, 0.000, 0.000, 0.000, 0.000, 0.000, 0.000]
}

---

It is found that the M values, taken in the order of the records, are 398.76 969.02 g mol⁻¹.
It is found that the max |F| values, taken in the order of the records, are 1.93 2.87 eV Å⁻¹.